This record from OMol25 describes a structure of composition C10H12DyN2O6 in a non-equilibrium geometry. The level of theory is ωB97M-V/def2-TZVPD.

Last column: Mulliken spin population.
Cartesian coordinates (Å):
1 Dy -1.4921 -1.9718 -0.0467  4.9712
2 O -3.8280 -0.3558 2.2223  0.0028
3 O -0.2572 -2.9077 -3.3344  0.0028
4 O -1.0528 -5.1871 1.7145  0.0008
5 O -2.5571 0.8790 -2.0448  0.0021
6 O -0.0985 -0.4276 0.1474  0.0356
7 O -4.5911 -2.9390 -1.5895  0.0014
8 N 0.4600 1.5193 1.1420  0.0001
9 N 1.7626 0.5881 -0.6366  0.0000
10 C -0.7853 1.4458 1.9136  0.0009
11 C -0.7293 -2.6950 -2.3055  -0.0092
12 C 2.9582 1.4401 -0.6843  0.0000
13 C -2.4273 -0.1238 -1.4968  -0.0058
14 C -3.1613 -0.9535 1.4867  -0.0049
15 C 1.7926 -0.4507 -1.6601  0.0010
16 C -1.1953 -4.1822 1.1591  0.0040
17 C 0.7366 0.5712 0.2336  0.0061
18 C -3.5959 -2.6538 -1.0830  -0.0091
19 C 1.3649 2.6079 1.5111  -0.0002
20 H -0.8671 0.4937 2.4491  0.0000
21 H 3.8432 0.8018 -0.5232  -0.0001
22 H 3.0269 1.9041 -1.6824  0.0000
23 H 2.7300 -0.3271 -2.2086  0.0002
24 H 0.9591 -0.3548 -2.3654  0.0001
25 H 2.9482 2.2212 0.0687  0.0000
26 H 1.7717 -1.4521 -1.2158  0.0000
27 H 2.3229 2.2072 1.8804  0.0000
28 H 1.5018 3.3237 0.6845  0.0000
29 H 0.9018 3.1505 2.3421  0.0000
30 H -1.6678 1.5691 1.2738  0.0001
31 H -0.7744 2.2591 2.6482  0.0001

Calculated values
* HOMO energy (alpha / beta): -0.6941 / -0.6942 hartree
* net charge: +3
* LUMO energy (alpha / beta): -0.4927 / -0.4860 hartree
* gap between HOMO and LUMO (alpha / beta): 5.482 / 5.663 eV
* 2S+1: 6